1.
Below is a cluster of 40 separate species, H80O40 in total, with properties calculated with the ωB97M-V functional and the def2-TZVPD basis.

The geometry in XYZ format:
```
120
H80O40 the ωB97M-V functional and the def2-TZVPD basis
O 1.835 -1.936 0.415
O 3.717 4.091 -0.819
O -3.039 -4.381 -2.723
O 1.242 4.612 3.088
O -3.224 1.908 -1.327
O -0.006 4.748 -0.757
O 4.229 -1.420 2.489
O -0.004 -5.409 2.016
O -1.288 2.010 0.336
O -4.107 -0.527 0.961
O -2.111 2.485 3.914
O -0.110 2.441 -2.407
O 4.469 -2.816 -1.871
O -4.563 -0.337 4.679
O 0.359 -3.892 -4.139
O 2.835 2.779 1.154
O -1.382 0.377 -5.610
O -4.247 2.823 2.941
O -5.261 -3.494 0.571
O 5.200 -3.127 0.989
O -2.130 -0.538 6.374
O 2.953 -1.394 -4.511
O -3.011 -1.839 -1.060
O -2.585 4.014 0.057
O 4.762 1.701 3.385
O -0.816 -2.699 1.322
O 0.276 -3.882 4.000
O 0.594 0.767 3.527
O 4.410 1.598 -3.257
O -1.100 -0.501 -2.571
O -0.130 -3.407 -1.288
O 2.485 -0.366 -1.518
O 5.525 1.465 -0.450
O 3.017 2.629 -5.477
O 0.615 2.329 5.711
O 1.147 0.984 0.774
O -0.080 2.952 -5.184
O -4.502 -2.942 3.255
O -2.732 -2.321 -4.580
O -4.227 0.470 -3.578
H -1.068 -1.182 -3.153
H 0.703 -5.876 2.617
H 2.277 3.461 1.284
H -1.025 -3.203 0.613
H 0.445 -4.143 4.889
H 5.119 -4.046 0.897
H 0.736 -4.626 -4.642
H 1.923 0.889 1.274
H -2.605 1.307 -1.028
H -1.237 -0.644 -1.624
H -2.012 -4.304 -2.884
H 1.009 -3.362 3.676
H 2.912 -2.078 -3.724
H 4.985 -2.160 -1.446
H 1.998 4.475 3.742
H -3.106 -2.545 -5.356
H -2.556 4.047 -0.944
H -2.168 -1.141 5.702
H -4.647 -0.078 -4.094
H 0.984 -1.942 0.685
H -4.279 -0.212 3.786
H -2.206 4.704 0.598
H -4.584 -3.250 2.315
H 4.599 1.911 4.330
H -1.990 -1.793 -5.002
H 1.565 1.463 -0.049
H -3.981 -3.459 3.806
H -0.715 2.807 0.156
H 2.256 -1.352 1.195
H -4.427 0.255 -2.756
H 4.281 0.681 -2.707
H -0.533 4.227 -1.266
H -0.489 2.292 -4.599
H -2.096 0.624 -4.865
H -5.009 -4.084 -0.164
H 3.962 2.622 -4.986
H 0.433 0.919 2.609
H 1.472 0.188 3.674
H 4.755 1.734 -0.844
H 4.831 -2.098 2.733
H -3.580 -3.564 -2.465
H -1.135 2.432 4.206
H 5.793 2.059 3.413
H 3.027 -1.046 -1.272
H -0.604 -4.027 -1.716
H 0.363 1.617 5.015
H -3.750 1.380 -1.713
H 3.069 3.587 -1.415
H 3.278 4.475 -0.020
H 0.302 2.137 6.562
H -3.009 -0.307 6.069
H 6.015 2.237 -0.094
H 4.694 -0.673 2.351
H -0.854 -1.791 1.005
H -2.690 -1.028 -0.478
H 1.707 -0.660 -1.258
H -4.772 3.299 2.453
H 0.753 -3.155 -1.408
H -3.885 0.355 1.385
H 3.361 -0.632 -4.204
H -1.723 0.605 -6.401
H -5.832 -2.991 -0.220
H 0.364 4.651 3.325
H -4.029 -1.240 1.647
H 5.506 -2.686 0.286
H -1.085 1.991 -2.268
H 0.413 1.891 -3.056
H -0.197 -4.715 2.544
H 4.395 2.235 -2.475
H -1.824 2.004 1.101
H -4.775 -1.283 4.752
H 0.750 -3.034 -4.335
H -3.485 3.395 3.206
H -0.442 5.648 -0.925
H 2.709 3.187 -4.652
H -3.831 -2.024 -0.483
H 4.908 -3.644 -2.211
H -2.597 3.073 4.607
H -0.113 2.709 -6.113
H 3.275 2.554 1.972
```

Output
E   -3057.07027 Eh
Expectation value of S²   0.7506
Spin multiplicity   2
Gap between HOMO and LUMO (spin up / spin down)   1.4 / 8.9 eV
HOMO (spin up / spin down)   -0.1719 / -7.6176 eV
Charge   -1

Atom charges from the Mulliken analysis, given in e for atoms 1 to 4: -0.471, -0.511, -0.617, -0.496

2.
Below is a cluster of 2 separate species, C4H3O2 in total, with properties calculated with the ωB97M-V functional and the def2-TZVPD basis.

The geometry in XYZ format:
```
9
C4H3O2 the ωB97M-V functional and the def2-TZVPD basis
O -2.786 1.237 0.084
O -2.726 -1.044 -0.144
C 0.124 0.018 0.330
C -2.558 0.109 -0.019
C 1.312 0.097 0.912
C 1.360 -0.104 -0.564
H 1.934 -0.116 1.651
H 1.749 0.832 -1.117
H 1.591 -1.029 -1.132
```

Output
E   -304.60688 Eh
Gap between HOMO and LUMO   6.5 eV
HOMO   -2.5865 eV
Charge   -1

Atom charges from the natural (NBO) analysis, given in e for atoms 1 to 4: -0.573, -0.581, -0.332, 1.059

3.
Below is a cluster of 2 separate species, C3H11NOS in total, with properties calculated with the ωB97M-V functional and the def2-TZVPD basis.

The geometry in XYZ format:
```
17
C3H11NOS the ωB97M-V functional and the def2-TZVPD basis
S 2.928 0.948 0.327
O -2.574 -0.232 -0.351
N -4.179 -0.079 -2.207
C -3.637 0.446 -0.999
C 2.279 -1.123 2.210
C 2.239 -0.589 0.746
H -4.368 -1.071 -2.217
H -2.229 -1.040 -0.712
H 4.197 0.737 -0.129
H 3.161 -0.833 2.778
H -4.504 0.337 -0.343
H -3.605 -0.053 -3.040
H 1.518 -0.666 2.853
H 1.156 -0.533 0.610
H -3.447 1.508 -1.172
H 2.240 -2.208 2.244
H 2.911 -1.311 0.284
```

Output
E   -648.68822 Eh
Expectation value of S²   0.7534
Spin multiplicity   2
Gap between HOMO and LUMO (spin up / spin down)   7.9 / 2.9 eV
HOMO (spin up / spin down)   -12.0264 / -12.0258 eV
Charge   +1

Atom charges from the natural (NBO) analysis, given in e for atoms 1 to 4: 0.710, -0.771, -0.831, 0.085

4.
Below is a cluster of 5 separate species, C36H80N5O3 in total, with properties calculated with the ωB97M-V functional and the def2-TZVPD basis.

The geometry in XYZ format:
```
124
C36H80N5O3 the ωB97M-V functional and the def2-TZVPD basis
O -2.635 -0.250 -1.714
O -1.669 -1.433 -0.342
O -0.662 0.215 -1.148
N -1.639 -0.506 -1.108
N -3.730 -1.874 2.905
N 7.079 -2.124 -4.070
N -3.428 3.260 -2.546
N 2.393 0.491 2.775
C -2.499 -2.723 2.717
C -4.480 2.253 -1.984
C -1.122 4.443 -2.272
C 6.162 -1.574 -2.930
C -4.761 -2.165 1.806
C -5.829 2.841 -2.377
C 2.771 1.077 4.168
C 1.359 1.419 2.065
C -5.618 4.289 -2.954
C -1.274 2.084 2.027
C -4.774 -3.762 4.433
C 4.514 -0.619 2.328
C -4.383 -2.276 4.301
C -4.755 0.313 2.306
C 2.471 -0.398 -2.464
C -2.297 2.603 3.084
C -3.478 -0.402 2.830
C 3.816 -0.908 -2.077
C 8.846 -3.914 -4.439
C -0.127 4.791 -1.119
C -7.181 -3.789 4.981
C -5.807 -4.160 5.434
C 3.529 -1.709 2.832
C -0.014 1.519 2.843
C 0.975 3.748 -0.831
C 6.482 -3.306 -4.836
C -2.192 3.408 -1.677
C 7.672 -4.074 -5.446
C 4.676 -1.234 -3.330
C 2.114 -1.087 2.935
C 8.345 -2.826 -3.501
C -5.224 -0.748 1.287
C -2.975 2.705 -3.927
C 3.608 0.501 1.829
C 7.495 -0.904 -4.871
C -4.143 4.594 -2.654
H -3.350 2.420 2.868
H 0.107 2.131 3.736
H 1.858 -1.096 -3.035
H -1.565 1.246 1.392
H 9.761 -3.577 -4.927
H 2.587 0.571 -2.949
H -4.388 2.155 -0.902
H -2.152 3.652 3.342
H 2.102 0.647 4.914
H 8.067 -3.351 -2.587
H -2.451 3.585 -4.301
H 1.678 -1.327 3.904
H -3.641 -1.897 5.004
H 5.083 -0.142 3.126
H -4.359 -2.714 0.954
H -1.824 -2.796 3.569
H -6.309 -0.770 1.387
H 7.579 -5.090 -5.830
H -3.601 5.239 -3.345
H -2.506 3.656 -0.663
H 4.086 1.479 1.889
H -3.906 2.473 -4.443
H -3.971 -4.386 4.825
H 3.293 0.291 0.807
H 6.058 -2.283 -2.109
H -2.849 -3.755 2.743
H -4.682 1.273 1.794
H -0.276 0.579 3.330
H 3.774 0.715 4.395
H 1.925 2.296 1.753
H -6.174 2.155 -3.151
H 1.456 3.307 -1.704
H 3.770 -2.179 3.785
H 1.409 -1.353 2.147
H -8.060 -4.352 5.293
H -2.385 1.814 -3.712
H 3.540 -2.600 2.204
H -1.799 2.391 -1.659
H -2.069 2.080 4.013
H 8.195 -1.346 -5.580
H 2.676 2.158 4.062
H -5.180 -1.532 4.325
H 9.072 -4.847 -3.923
H 4.165 -1.942 -3.982
H -4.085 5.008 -1.647
H 1.132 0.862 1.155
H 9.100 -2.125 -3.146
H 6.757 -0.429 -5.517
H 3.589 -1.867 -1.611
H 4.825 -0.339 -3.935
H -1.712 5.327 -2.514
H -7.320 -3.786 3.900
H -4.985 -4.228 3.471
H -2.759 -0.233 2.028
H -6.248 5.068 -2.525
H -6.566 2.741 -1.580
H -3.047 0.031 3.733
H -5.779 4.352 -4.031
H 5.693 -3.046 -5.542
H 1.767 -0.191 -1.658
H -4.260 1.281 -2.426
H 6.640 -0.710 -2.469
H 5.223 -0.923 1.558
H 6.033 -3.979 -4.105
H -7.424 -2.814 5.404
H -5.404 0.510 3.159
H 8.119 -3.516 -6.269
H -0.728 5.083 -0.258
H -4.926 -0.377 0.307
H 0.364 5.744 -1.315
H 7.846 -0.047 -4.295
H -5.542 -2.874 2.079
H 0.418 2.948 -0.343
H 1.690 4.130 -0.102
H -0.668 4.262 -3.246
H -1.199 2.906 1.315
H -2.077 -2.442 1.752
H -5.716 -5.208 5.720
H -5.503 -3.590 6.313
H 4.400 -0.297 -1.389
```

Output
E   -1918.05183 Eh
Gap between HOMO and LUMO   8.6 eV
HOMO   -14.0816 eV
Charge   +3

Atom charges from the Mulliken analysis, given in e for atoms 1 to 4: -0.642, -0.717, -0.518, 0.909

Question: Which value of E does entry 1 give?
Answer: -3057.07027 Eh

Question: charge of number 2 (C4H3O2)?
Answer: -1